Computed, not measured: C5H11NOS in the gas phase at a distorted geometry, with ωB97M-V with the def2-TZVPD basis set.

Structure (XYZ):
```
19
C5H11NOS ωB97M-V with the def2-TZVPD basis set
C -0.1419 -0.3689 2.1358
C 0.2666 -0.0984 -0.2807
C -0.1037 1.3522 -0.4805
C 1.7072 0.4438 0.0218
C -1.5243 -1.5768 -1.6891
H -1.0988 -0.3670 2.7054
H 0.4595 -1.1065 2.7271
H 0.3073 0.6567 2.1991
H -0.1048 1.6660 -1.5351
H -1.0707 1.6379 -0.0053
H 1.5844 2.6120 -0.0594
H 2.3083 0.3573 -0.9269
H 2.3426 -0.0188 0.8352
H -1.8836 -1.7748 -0.6601
H -2.1259 -0.7339 -2.0809
H -1.7959 -2.4423 -2.3112
N 1.1156 1.7624 0.2791
O -0.4366 -0.6965 0.7728
S 0.1948 -1.3043 -1.6472
```

maximum force = 2.40 eV/A
HOMO = -0.3124 Eh
orbital gap = 0.347 Eh
SMILES = COC1(SC)CNC1